No. 1
The following is a quantum chemistry calculation of a single C3H8N2O molecule, from the Open Molecules 2025 dataset.

The geometry in XYZ format:
```
14
C3H8N2O, DFT ωB97M-V with the def2-TZVPD basis set
C 0.1265 -0.6595 -0.2736
N 1.3958 -0.7555 -0.3076
H -0.1566 1.2136 0.4632
N -0.6414 0.3979 0.1264
C 2.1866 0.3734 0.1372
H -2.4322 -0.5622 -0.2388
H -2.5108 1.1938 -0.4335
H -0.0443 -2.4039 -0.9465
C -2.0886 0.3847 0.1717
H 3.2452 0.0945 0.1336
H 1.9466 0.6974 1.1649
H 2.0861 1.2550 -0.5176
H -2.4659 0.4703 1.1972
O -0.6469 -1.6995 -0.6766
```

## Properties
SMILES ... C/N=C(/O)NC
LUMO ... 0.033 Ha

Taken from the natural (NBO) analysis, the atomic charges in e are: C 0.70; N -0.60; H 0.40; N -0.64; C -0.44; H 0.24; H 0.19; H 0.50; C -0.41; H 0.21; H 0.17; H 0.18; H 0.19; O -0.69

No. 2
The following is a quantum chemistry calculation of a single C3H8N2O molecule in a non-equilibrium geometry, from the Open Molecules 2025 dataset.

The geometry in XYZ format:
```
14
C3H8N2O, DFT ωB97M-V with the def2-TZVPD basis set
H -0.1788 1.7552 0.0459
H -2.2091 0.3780 -0.9077
C -2.0693 -0.0740 0.0725
C -0.6046 -0.3755 0.2834
H 0.6444 -0.1020 -1.3350
H 1.9063 -1.2049 0.2141
N 1.3196 0.5075 -0.6818
N 2.3065 -0.3213 -0.1382
H -2.4093 0.6385 0.8243
C 0.3252 0.8363 0.3486
H 0.8261 0.9217 1.3150
O -0.2025 -1.4749 0.6491
H 3.0087 -0.5041 -0.8473
H -2.6631 -0.9805 0.1571
```

## Properties
SMILES ... CC(=O)CNN
LUMO ... 0.029 Ha

Taken from the natural (NBO) analysis, the atomic charges in e are: H 0.20; H 0.23; C -0.72; C 0.56; H 0.29; H 0.36; N -0.41; N -0.68; H 0.24; C -0.34; H 0.23; O -0.56; H 0.36; H 0.24

No. 3
The following is a quantum chemistry calculation of a single C3H8N2O molecule in a non-equilibrium geometry, from the Open Molecules 2025 dataset.

The geometry in XYZ format:
```
14
C3H8N2O, DFT ωB97M-V with the def2-TZVPD basis set
H 0.5639 -1.4026 0.1198
H -1.5459 -1.8544 0.8663
C -0.9690 -1.2063 1.4060
N 0.1468 -0.6824 0.6489
C 0.3432 0.6606 0.4376
H -0.5335 -1.7248 2.3975
C 1.0966 0.7735 -0.8355
H -1.7041 -0.5082 1.7911
H 1.6069 1.6798 -0.5818
H 1.7965 -0.0983 -0.8976
H -0.6804 0.2070 -1.9169
N 0.1155 0.7788 -1.9624
H 0.0424 1.7484 -2.4250
O -0.2787 1.6289 0.9520
```

## Properties
SMILES ... CNC(=O)CN
LUMO ... 0.030 Ha

Taken from the natural (NBO) analysis, the atomic charges in e are: H 0.40; H 0.19; C -0.42; N -0.62; C 0.66; H 0.18; C -0.31; H 0.23; H 0.23; H 0.17; H 0.38; N -0.86; H 0.39; O -0.62

No. 4
The following is a quantum chemistry calculation of a single C3H8N2O molecule in a non-equilibrium geometry, from the Open Molecules 2025 dataset.

The geometry in XYZ format:
```
14
C3H8N2O, DFT ωB97M-V with the def2-TZVPD basis set
C -1.4351 0.3480 -0.3674
H -3.1712 0.9790 0.4674
O 1.5013 0.6026 -1.0991
H 2.9163 -0.8340 0.0705
H -2.5909 -0.2115 1.3379
C 1.1183 -0.1050 -0.1805
N -2.7126 0.0754 0.3729
N 1.9940 -0.9056 0.4749
H -0.1936 0.8187 1.3057
C -0.2034 0.0746 0.5169
H -0.4881 -0.8901 0.9397
H -1.4337 1.4407 -0.5211
H 1.6655 -1.6379 1.0728
H -1.3630 -0.1881 -1.2948
```

## Properties
SMILES ... NCCC(N)=O
LUMO ... 0.030 Ha

Taken from the natural (NBO) analysis, the atomic charges in e are: C -0.20; H 0.35; O -0.61; H 0.41; H 0.35; C 0.67; N -0.84; N -0.82; H 0.23; C -0.51; H 0.19; H 0.19; H 0.40; H 0.19

No. 5
The following is a quantum chemistry calculation of a single C3H8N2O molecule in a non-equilibrium geometry, from the Open Molecules 2025 dataset.

The geometry in XYZ format:
```
14
C3H8N2O, DFT ωB97M-V with the def2-TZVPD basis set
H -1.3357 1.6813 0.2116
N -0.5272 -0.5506 -2.0954
H -0.3684 -0.3020 -3.0848
H -0.8084 1.0386 1.7371
C 1.2321 -0.6094 0.6810
N 0.1628 0.1688 -1.3490
H 1.5741 -1.4897 0.1297
H -1.4971 -1.4652 -0.4968
H 2.0535 0.1126 0.7282
O -1.3743 -0.9215 0.2977
H 1.0104 -0.9294 1.7047
H 0.3479 2.0050 0.7633
C -0.0070 -0.0084 0.0495
C -0.4627 1.2698 0.7232
```

## Properties
SMILES ... [H]/N=N/C(C)(C)O
LUMO ... 0.022 Ha

Taken from the natural (NBO) analysis, the atomic charges in e are: H 0.23; N -0.33; H 0.33; H 0.24; C -0.64; N -0.13; H 0.22; H 0.48; H 0.23; O -0.79; H 0.24; H 0.21; C 0.35; C -0.63

No. 6
The following is a quantum chemistry calculation of 2 unconnected molecules or ions with the total composition C3H8N2O, from the Open Molecules 2025 dataset.

The geometry in XYZ format:
```
14
C3H8N2O, DFT ωB97M-V with the def2-TZVPD basis set
H 0.1181 -0.1238 -2.1220
H -1.0491 -1.8445 2.7373
C 0.2381 0.9703 -2.0905
C 0.4475 -1.2977 0.4594
H -0.9678 -0.1058 3.0832
H 0.6558 1.2870 -3.0517
H 0.6362 1.2771 -0.1129
O 1.1207 -1.8256 -0.3481
H -0.7571 1.4175 -2.0096
H -2.1570 -0.7145 1.9204
N -0.1858 -0.6400 1.2434
N 1.0770 1.4705 -1.0070
H 1.9637 0.9755 -1.0028
C -1.1404 -0.8462 2.3009
```

## Properties
SMILES ... CN=C=O.CN
LUMO ... 0.021 Ha

Taken from the natural (NBO) analysis, the atomic charges in e are: H 0.17; H 0.20; C -0.42; C 0.87; H 0.21; H 0.19; H 0.36; O -0.52; H 0.19; H 0.21; N -0.56; N -0.84; H 0.35; C -0.41

no.,Kohn-Sham gap (eV),energy (a.u.)
1,9.53,-303.8543
2,9.57,-303.7922
3,9.87,-303.8159
4,10.39,-303.8600
5,10.26,-303.7902
6,9.62,-303.8426